DFT (wB97M-V/def2-TZVPD) results for C2H3ClO2S in the gas phase at a distorted geometry.

Last column: natural (NBO) charge in e.
Cartesian coordinates (Å):
O: 0.756 -1.449 1.173  -0.559
C: -0.280 -0.818 1.106  0.526
Cl: -1.778 -1.701 1.571  -0.088
C: -0.574 0.438 0.463  -0.603
S: -0.419 -0.350 -1.453  0.545
O: 1.052 -0.954 -1.441  -0.833
H: -1.589 0.740 0.539  0.256
H: 0.235 1.169 0.697  0.258
H: 1.033 -1.444 -0.584  0.498

LUMO level	-0.4	eV
highest occupied orbital energy	-9.3	eV
gap between HOMO and LUMO	0.326	Eh
2S+1	1
energy above the lowest of the compared OMol25 structures with the same formula, charge and spin	18.5	kcal/mol